50
Properties=species:S:1:pos:R:3 method="wB97M-V/def2-TZVPD" orbital_gap_ev="7.092 / 4.083" total_charge=+3 multiplicity=5 homo_energy_ev="-16.91 / -16.90" max_force_ev_per_a=0.5 e_lumo_ev="-9.82 / -12.82"
Pd -0.032 0.515 -0.265
O 1.825 1.465 0.575
N 2.860 1.649 -0.172
C 3.973 2.172 0.400
C 5.097 2.395 -0.350
C 5.113 2.097 -1.724
C 3.992 1.574 -2.300
C 2.831 1.325 -1.527
S 1.457 0.645 -2.198
H 3.875 2.382 1.455
H 5.966 2.809 0.143
H 6.001 2.279 -2.312
H 3.951 1.325 -3.351
C -1.914 4.908 3.223
C -1.468 3.484 3.046
C -1.294 2.627 4.130
C -0.890 1.313 3.939
C -0.683 0.925 2.637
Br -0.105 -0.834 2.205
N -0.832 1.699 1.570
C -1.214 2.966 1.784
H -1.976 5.165 4.278
H -2.901 5.062 2.786
H -1.220 5.602 2.750
H -1.470 2.989 5.135
H -0.742 0.632 4.765
H -1.316 3.595 0.908
Se -5.930 -2.037 -4.722
N -4.638 -2.879 -3.822
C -3.902 -1.958 -3.273
C -2.729 -2.225 -2.469
C -2.262 -3.522 -2.237
C -1.126 -3.684 -1.466
C -0.510 -2.555 -0.950
N -0.957 -1.309 -1.168
C -2.042 -1.140 -1.918
C -2.477 0.261 -2.149
N -1.741 1.213 -1.580
C -2.073 2.493 -1.793
C -3.161 2.878 -2.560
C -3.943 1.897 -3.141
C -3.589 0.561 -2.939
C -4.340 -0.536 -3.520
N -5.399 -0.390 -4.254
H -2.786 -4.370 -2.659
H -0.717 -4.663 -1.262
H 0.380 -2.638 -0.339
H -1.432 3.232 -1.333
H -3.381 3.927 -2.697
H -4.806 2.148 -3.745